{
  "formula": "C2H6InO2",
  "method": "ωB97M-V/def2-TZVPD",
  "elements": ["In", "C", "C", "O", "O", "H", "H", "H", "H", "H", "H"],
  "coordinates": [[-24.4696, 22.2750, -10.8505], [-24.8550, 25.8948, -10.9204], [-26.1676, 25.0232, -10.9593], [-26.0558, 23.5695, -10.7006], [-24.3244, 25.8779, -12.1886], [-24.3124, 25.3774, -10.1292], [-25.1493, 26.9351, -10.7821], [-26.6414, 25.0349, -11.9409], [-26.8970, 25.3852, -10.2346], [-26.9268, 23.1725, -10.6280], [-23.5692, 26.4658, -12.2637]],
  "forces_ev_per_a": [[1.0, -1.0, 0.0], [-2.9, -1.1, -3.5], [-0.5, 0.7, -1.1], [0.8, 0.9, 0.4], [-0.1, -1.8, 1.3], [1.3, -0.1, 1.2], [0.4, 0.9, 1.5], [0.4, 0.4, -0.4], [0.2, 0.2, 0.9], [-1.3, -0.6, 0.1], [0.7, 1.4, -0.5]],
  "lowdin_charge": [1.868, -0.047, -0.003, -0.164, 0.207, 0.200, 0.216, 0.176, 0.196, 0.162, 0.188],
  "total_energy_ev": -11396.6160,
  "orbital_gap_ev": 4.25,
  "relative_energy_kcal_mol": 58.4,
  "charge": 3
}

{
  "formula": "C26H29NiO8Sb2",
  "method": "ωB97M-V/def2-TZVPD",
  "elements": ["Ni", "C", "O", "C", "C", "C", "C", "C", "C", "O", "C", "O", "C", "H", "H", "H", "H", "H", "H", "H", "H", "H", "C", "Sb", "C", "C", "C", "C", "C", "C", "C", "C", "C", "Sb", "C", "C", "H", "H", "H", "H", "H", "H", "H", "H", "H", "H", "H", "H", "H", "H", "H", "H", "H", "H", "H", "H", "O", "C", "C", "O", "C", "C", "O", "C", "O", "O"],
  "coordinates": [[0.3222, 0.0420, 0.8465], [-0.1191, 2.7359, 7.0945], [0.4288, 1.4414, 7.2591], [0.6165, 0.7019, 6.1373], [1.0377, -0.6228, 6.3529], [1.2466, -1.4291, 5.2688], [1.0248, -0.9904, 3.9509], [1.1808, -1.8950, 2.8309], [2.0648, -3.1121, 2.9478], [0.5896, -1.7307, 1.7612], [0.6191, 0.3580, 3.7265], [0.4552, 0.8958, 2.5624], [0.4291, 1.1849, 4.8637], [-0.2899, 3.1239, 8.0953], [-1.0669, 2.6978, 6.5516], [0.5662, 3.4012, 6.5639], [1.1857, -0.9725, 7.3662], [1.5521, -2.4561, 5.4326], [2.8164, -2.9990, 3.7242], [2.5408, -3.2661, 1.9814], [1.4460, -3.9884, 3.1594], [0.1350, 2.2073, 4.6661], [-0.7431, 1.5513, -4.4978], [-2.1929, 0.6421, -3.1716], [-3.4387, -0.1480, -4.7532], [-3.3261, 2.5597, -3.0972], [-4.4532, 2.3979, -2.1479], [-5.6742, 1.8911, -2.6112], [-6.7252, 1.6050, -1.7559], [-6.5817, 1.8362, -0.3946], [-5.3931, 2.3656, 0.0780], [-4.3176, 2.6512, -0.7673], [-3.0811, 3.2544, -0.1809], [-1.4605, 1.9508, 0.6080], [-2.8140, 0.8230, 1.8370], [-0.9674, 3.4975, 2.0361], [-1.1690, 2.4481, -4.9492], [-0.4766, 0.8319, -5.2714], [0.1556, 1.8145, -3.9390], [-3.5900, 0.5997, -5.5345], [-4.4007, -0.4478, -4.3366], [-2.9355, -1.0222, -5.1683], [-3.6539, 2.7410, -4.1219], [-2.6005, 3.3185, -2.8037], [-5.7872, 1.7213, -3.6768], [-7.6540, 1.2114, -2.1500], [-7.3880, 1.6073, 0.2908], [-5.2916, 2.5752, 1.1375], [-3.3249, 3.8013, 0.7305], [-2.6039, 3.9456, -0.8764], [-3.4174, 1.4937, 2.4484], [-2.2299, 0.1609, 2.4761], [-3.4609, 0.2286, 1.1920], [-1.6239, 3.4055, 2.9022], [-1.0952, 4.4791, 1.5773], [0.0648, 3.3661, 2.3487], [2.7223, -2.5067, -4.0851], [2.2689, -1.8535, -3.1756], [0.8208, -1.6426, -2.8351], [-0.1654, -1.8697, -3.5381], [0.8223, -1.0906, -1.5006], [2.1065, -0.6533, -1.1193], [2.2778, 0.0088, -0.0548], [3.0754, -1.0698, -2.1514], [4.2670, -0.8468, -2.2036], [-0.2132, -0.8858, -0.7511]],
  "forces_ev_per_a": [[-0.4, -0.8, -0.2], [0.0, 0.0, 0.0], [-0.1, 0.1, 0.1], [0.1, -0.1, -0.1], [0.0, -0.1, 0.1], [0.0, 0.0, 0.0], [0.1, 0.3, -0.1], [-0.1, -0.1, 0.1], [-0.2, -0.1, 0.0], [0.2, -0.1, -0.3], [0.1, -0.3, 0.1], [0.1, 0.0, -0.8], [-0.1, 0.1, -0.1], [0.0, 0.0, 0.0], [0.0, 0.0, 0.0], [0.0, 0.0, 0.0], [0.0, 0.0, 0.0], [0.0, 0.0, 0.0], [0.0, -0.1, 0.0], [0.0, 0.0, 0.0], [0.1, 0.0, 0.0], [0.0, -0.1, 0.0], [0.0, -0.2, 0.1], [0.0, 0.3, -0.1], [0.1, 0.0, 0.1], [0.2, -0.3, 0.0], [-0.1, 0.0, 0.1], [0.1, 0.1, 0.0], [0.0, 0.0, 0.0], [0.0, 0.0, 0.0], [0.1, 0.0, 0.0], [0.0, -0.1, 0.0], [0.3, -0.2, -0.2], [-0.7, 0.3, 0.5], [0.1, 0.1, 0.0], [0.1, -0.1, -0.2], [0.0, 0.0, 0.0], [0.0, 0.0, 0.0], [0.0, 0.0, 0.0], [0.0, 0.0, 0.0], [0.0, 0.0, 0.0], [0.0, 0.0, 0.0], [0.0, 0.1, 0.1], [-0.1, 0.0, 0.0], [0.0, 0.0, 0.0], [0.0, 0.0, 0.0], [0.0, 0.0, 0.0], [0.0, 0.0, 0.0], [0.0, 0.0, 0.0], [0.0, 0.0, 0.1], [0.0, 0.0, 0.0], [0.0, 0.0, 0.0], [0.0, 0.0, 0.0], [0.0, 0.0, 0.0], [0.0, 0.0, 0.0], [0.0, 0.0, 0.0], [0.0, 0.0, -0.1], [0.1, 0.0, -0.1], [-0.7, 0.0, 0.1], [0.2, 0.0, -0.1], [0.2, -0.1, -0.3], [-0.3, 0.1, 0.0], [0.2, 0.1, 0.2], [0.2, 0.0, 0.1], [0.0, 0.0, 0.0], [0.3, 0.8, 1.0]],
  "lowdin_charge": [0.397, -0.087, -0.077, -0.285, -0.024, -0.037, -0.098, -0.339, 0.006, 0.034, -0.303, -0.181, 0.055, 0.088, 0.094, 0.094, 0.110, 0.110, 0.076, 0.095, 0.096, 0.100, -0.325, 1.389, -0.340, -0.343, -0.312, -0.066, -0.100, -0.103, -0.072, -0.280, -0.301, 1.460, -0.291, -0.312, -0.007, 0.002, -0.004, 0.000, -0.014, -0.003, 0.054, 0.040, 0.105, 0.095, 0.094, 0.102, 0.050, 0.046, 0.004, -0.003, 0.011, 0.006, -0.001, -0.011, 0.103, -0.276, -0.322, -0.005, -0.302, -0.308, -0.024, -0.289, 0.087, -0.156],
  "total_energy_ev": -97930.7344,
  "orbital_gap_ev": [5.98, 6.02],
  "charge": -1
}

{
  "formula": "C6H12F2IN",
  "method": "ωB97M-V/def2-TZVPD",
  "elements": ["C", "C", "N", "C", "C", "C", "F", "C", "F", "I", "H", "H", "H", "H", "H", "H", "H", "H", "H", "H", "H", "H"],
  "coordinates": [[-1.0765, 1.8899, 0.4878], [-0.1587, 1.6513, -0.7180], [0.3882, 0.3158, -0.7915], [-0.4505, -0.9764, -0.7840], [-0.3732, -1.6978, 0.4986], [1.6779, 0.0826, -1.1283], [2.2932, 1.0404, -1.8583], [2.7325, 0.0804, 0.4133], [2.7526, 1.3478, 0.8165], [4.7631, -0.5550, -0.0382], [-1.8064, 1.2354, 0.2643], [-0.7495, 1.9335, 1.5266], [-1.5857, 2.7751, 0.2495], [-0.6633, 1.8199, -1.7447], [0.7942, 2.3182, -0.8294], [-0.3142, -1.7152, -1.6549], [-1.3887, -0.5763, -1.1970], [-0.8076, -1.1160, 1.2652], [-0.9740, -2.5181, 0.4237], [0.6542, -2.1394, 0.8193], [1.8291, -0.9418, -1.4986], [2.3223, -0.5162, 1.2005]],
  "forces_ev_per_a": [[2.1, 1.5, -1.1], [2.2, 1.0, -1.6], [-1.0, -2.6, -0.4], [0.4, 2.0, -2.8], [2.1, 0.1, 0.8], [3.2, -1.2, 3.5], [-0.1, 0.1, -0.5], [-0.9, -0.3, -3.5], [0.1, 1.3, 0.5], [-0.5, 0.0, 0.1], [-2.8, -2.9, 0.4], [0.5, -0.4, -0.4], [-0.5, 1.8, 0.1], [0.0, 0.2, 1.8], [-1.9, -0.8, 0.7], [1.1, 1.2, 0.9], [-0.7, -0.4, 1.4], [0.0, 0.8, 1.2], [-1.7, -2.5, -0.2], [-1.5, 1.2, -0.8], [0.1, 0.5, -0.3], [-0.2, -0.7, 0.3]],
  "lowdin_charge": [-0.059, -0.212, -0.144, -0.205, -0.090, -0.359, 0.014, -0.681, -0.083, 0.721, 0.019, 0.092, 0.055, 0.142, 0.145, 0.139, 0.117, 0.063, 0.037, 0.121, 0.130, 0.036],
  "total_energy_ev": -21439.4139,
  "smiles": "CCN(CC)[C@@H](F)[C@H](F)I",
  "orbital_gap_ev": 8.95,
  "relative_energy_kcal_mol": 18.8,
  "charge": 0
}

{
  "formula": "C3H5N3",
  "method": "ωB97M-V/def2-TZVPD",
  "elements": ["N", "C", "N", "N", "C", "C", "H", "H", "H", "H", "H"],
  "coordinates": [[-2.0541, -0.2597, 0.3900], [-0.6943, -0.3672, 0.0456], [-0.0567, -1.5033, -0.1126], [1.7481, -0.7679, -0.1728], [1.4374, 0.5159, -0.0721], [0.1074, 0.8044, -0.0823], [-2.4822, 0.6033, 0.0654], [-2.6329, -1.0643, 0.1870], [2.7263, -0.9968, 0.1220], [2.1889, 1.3006, 0.0498], [-0.2878, 1.7349, -0.4199]],
  "forces_ev_per_a": [[0.6, -0.3, -0.8], [0.8, -0.3, -0.3], [1.9, 0.7, 1.0], [-1.5, 0.1, 0.0], [-0.3, 0.0, -0.2], [0.0, 0.6, 0.1], [0.2, -0.3, 0.1], [0.2, 0.0, 0.0], [-1.6, -0.8, -0.1], [0.0, -0.4, -0.3], [-0.3, 0.7, 0.4]],
  "lowdin_charge": [0.115, -0.502, 0.204, 0.061, -0.258, -0.109, 0.092, 0.090, 0.108, 0.118, 0.081],
  "total_energy_ev": -7659.1507,
  "orbital_gap_ev": 8.21,
  "relative_energy_kcal_mol": 76.2,
  "charge": 0
}

{
  "formula": "C30H39F7I2N3O8S5",
  "method": "ωB97M-V/def2-TZVPD",
  "elements": ["C", "C", "C", "N", "C", "C", "C", "C", "S", "C", "S", "N", "C", "C", "O", "C", "C", "O", "S", "O", "O", "C", "I", "C", "S", "I", "C", "C", "C", "C", "O", "N", "C", "C", "C", "C", "C", "C", "S", "O", "O", "C", "F", "F", "C", "F", "F", "C", "F", "F", "F", "H", "H", "H", "H", "H", "H", "H", "H", "H", "H", "H", "H", "H", "H", "H", "H", "H", "H", "H", "H", "H", "H", "H", "H", "H", "H", "H", "H", "H", "H", "H", "H", "C", "C", "C", "O", "H", "H", "H", "H", "H", "H", "H"],
  "coordinates": [[3.3221, -2.3086, 1.9557], [2.0556, -1.2454, 1.9132], [1.3908, -1.1311, 3.4633], [1.5007, -0.4884, 1.0827], [1.5675, -0.0348, -0.2484], [2.3030, -1.1339, -1.1856], [1.3270, -2.3789, -1.7388], [0.7757, -3.4110, -0.6290], [-1.1295, -3.2729, -0.5492], [-1.6647, -4.4068, 0.8468], [-0.7596, -5.8353, 1.1049], [-2.8853, -3.9978, 1.6476], [-2.4670, -3.5651, 3.0608], [-3.8023, -2.7811, 3.6903], [-4.8084, -3.8314, 3.9194], [-5.1633, -4.5167, 2.6457], [-3.8244, -5.1685, 1.8839], [0.1436, -0.1512, -0.7530], [-0.9994, 0.3613, 0.3626], [-1.4186, -0.6791, 1.4744], [-2.3761, 0.5082, -0.4055], [-0.3267, 1.9697, 1.0380], [-1.9899, 3.4282, 1.0855], [0.7681, 2.5641, -0.0746], [1.2046, 4.2045, 0.7158], [-0.6206, 3.0839, -1.7388], [2.0289, 1.5923, -0.4636], [2.5481, 1.8266, -1.9660], [2.7348, 3.1001, -2.8321], [3.1027, 4.5848, -2.3683], [4.4134, 4.9590, -2.4511], [2.2044, 5.7616, -2.0300], [2.0868, 6.6958, -3.2542], [1.0521, 6.1214, -4.4365], [0.7092, 6.9451, -5.8167], [1.4622, 8.4299, -5.9728], [2.5110, 8.9921, -4.8045], [2.8430, 8.1406, -3.4033], [3.4816, 1.7131, 0.7773], [4.3755, 0.4147, 0.6136], [2.9191, 1.8381, 2.2539], [4.7532, 3.0227, 0.6667], [5.3326, 3.1021, 2.0767], [4.3600, 4.4241, 0.4589], [6.1042, 2.7359, -0.2164], [5.9301, 1.9484, -1.4442], [6.5909, 4.1001, -0.6592], [7.3931, 2.1327, 0.5880], [8.1686, 3.1729, 1.3645], [8.3672, 1.7059, -0.4896], [7.1715, 0.9327, 1.4071], [3.2846, -3.0444, 2.8953], [4.3748, -1.7557, 2.0591], [3.3437, -3.0451, 1.0162], [2.0353, -0.3096, 4.0419], [1.4105, -2.1624, 4.0167], [0.2975, -0.7127, 3.4373], [2.7522, -0.7857, -2.2143], [3.2293, -1.6989, -0.6870], [2.0803, -3.0069, -2.4264], [0.5195, -1.9884, -2.5281], [0.9424, -4.5131, -1.0630], [1.2823, -3.4192, 0.4170], [-1.5087, -2.8740, 3.0482], [-2.2358, -4.4716, 3.7704], [-4.1323, -2.0247, 2.8280], [-3.4963, -2.1937, 4.6642], [-5.9385, -5.3594, 2.8925], [-5.6262, -3.7693, 1.8502], [-3.3775, -5.9843, 2.6125], [-4.1021, -5.7252, 0.8894], [0.1342, 1.8357, 2.1051], [0.3690, 5.2392, 0.2342], [1.8141, 1.1320, -2.6206], [3.5732, 1.2038, -2.0114], [1.7851, 3.2463, -3.5534], [3.5714, 2.8339, -3.6565], [1.2171, 5.4900, -1.8565], [0.4935, 5.0772, -4.2896], [-0.0481, 6.5214, -6.6043], [1.1886, 9.0325, -6.9521], [2.9721, 10.0653, -5.0290], [3.5520, 8.5501, -2.5675], [-9.3388, -6.5488, 2.3049], [-8.6645, -5.5311, 1.3698], [-9.2764, -5.6489, -0.0360], [-7.3841, -5.8466, 1.2825], [-9.2130, -7.5837, 1.9604], [-8.9389, -6.4832, 3.3246], [-10.4164, -6.3549, 2.3645], [-8.9587, -4.5398, 1.7430], [-9.1484, -6.6503, -0.4677], [-8.8310, -4.9248, -0.7297], [-10.3535, -5.4458, -0.0005]],
  "forces_ev_per_a": [[0.7, -0.7, -0.4], [0.4, -1.4, 3.7], [0.3, 0.5, -0.4], [-0.1, 1.6, 0.2], [0.6, -2.6, -1.7], [0.9, -1.8, -2.1], [1.1, 0.0, -0.9], [-0.2, -2.2, -1.0], [0.3, -0.4, 1.9], [0.7, -1.0, 0.6], [-1.5, 2.4, -0.3], [2.2, -1.7, 0.0], [0.0, 1.3, 1.0], [1.2, -0.6, -1.6], [1.1, 1.1, -1.5], [0.2, -0.4, -1.3], [-1.3, -0.7, 0.9], [0.4, 1.9, 1.8], [-8.3, -5.0, 1.5], [3.3, 4.1, -3.2], [6.0, 0.8, 1.5], [1.3, 0.2, -0.5], [-0.1, -1.1, 1.9], [-1.8, 0.3, 1.4], [1.0, 0.4, -0.1], [1.6, -0.6, -1.4], [-1.1, 0.8, -0.8], [0.7, -3.6, -0.6], [-0.7, 1.6, -2.9], [6.8, 3.4, -0.3], [-7.9, -2.7, 0.4], [0.1, -0.8, -2.8], [-0.7, 1.8, -3.2], [1.0, 3.2, -1.2], [3.3, 1.9, 4.1], [0.4, -2.6, 3.1], [-2.1, -3.0, -0.1], [-3.2, -2.0, -3.3], [0.0, -5.7, 6.4], [-3.0, 5.2, -0.4], [1.6, 0.3, -6.0], [3.3, 5.1, 2.2], [-1.8, -0.7, -4.1], [0.6, -4.7, 0.3], [1.4, 2.0, -2.7], [0.1, 2.4, 3.9], [-1.5, -4.5, 1.4], [4.0, -1.5, 0.2], [-3.2, -3.8, -2.5], [-3.3, 1.4, 3.6], [0.6, 4.5, -2.7], [-0.4, 1.9, -2.0], [-2.5, -1.0, -0.5], [0.0, 1.9, 1.9], [-1.1, -2.0, -1.2], [0.1, 2.1, -1.1], [2.1, -0.9, -0.3], [-0.9, -0.1, 2.2], [-2.2, 1.8, -0.6], [-1.5, 1.4, 1.6], [1.5, -0.8, 2.2], [-0.2, 2.5, 1.1], [-1.1, 0.4, -1.9], [-2.1, -1.2, -0.3], [-0.4, 1.4, -1.5], [0.5, -1.5, 1.9], [-0.9, -1.5, -1.8], [1.4, 1.8, -0.7], [0.8, -1.4, 1.9], [-0.5, 1.7, -1.4], [0.3, 1.4, 1.9], [-0.9, 0.0, -2.1], [0.7, -1.8, 0.0], [1.5, 1.6, 1.6], [-2.2, 1.5, 0.2], [1.9, -0.3, 2.0], [-1.6, 0.7, 2.3], [1.0, -0.2, -0.2], [1.5, 2.5, -0.1], [1.7, 1.0, 1.7], [0.9, -1.2, 2.4], [-1.0, -2.7, 0.8], [-1.5, -1.0, -1.9], [-1.0, 0.0, 0.4], [-0.1, -2.1, -0.8], [-1.0, 0.3, -0.3], [2.0, 0.5, 0.3], [0.2, 0.2, -0.1], [0.1, 0.1, -0.2], [-0.3, -0.1, 0.2], [0.1, 0.8, 0.3], [0.2, 0.1, 0.3], [0.1, -0.1, 0.2], [-0.3, 0.1, -0.2]],
  "lowdin_charge": [-0.053, -0.260, -0.036, 0.067, -0.386, -0.095, -0.233, -0.470, 0.816, -0.943, 0.575, -0.209, -0.168, -0.172, -0.223, -0.148, -0.178, -0.281, 0.703, -0.378, -0.433, -0.788, 0.858, -0.995, 0.650, 0.961, -0.323, -0.213, -0.155, -0.265, -0.053, 0.000, -0.146, -0.019, -0.062, -0.073, -0.060, 0.011, 0.936, -0.332, -0.341, -0.245, -0.006, 0.004, -0.114, 0.041, 0.024, -0.135, 0.031, 0.015, 0.059, 0.095, 0.098, 0.081, 0.097, 0.081, 0.071, 0.113, 0.127, 0.125, 0.128, 0.080, 0.065, 0.110, 0.126, 0.138, 0.125, 0.121, 0.138, 0.112, 0.141, 0.106, -0.091, 0.150, 0.133, 0.086, 0.165, 0.010, 0.063, 0.082, 0.078, 0.083, 0.096, -0.122, -0.744, -0.126, -0.310, 0.060, 0.054, 0.043, 0.097, 0.059, 0.054, 0.043],
  "total_energy_ev": -141963.4152,
  "orbital_gap_ev": 2.04,
  "relative_energy_kcal_mol": 524.0,
  "charge": -1
}

{
  "formula": "C8H10N4OS",
  "method": "ωB97M-V/def2-TZVPD",
  "elements": ["C", "O", "C", "C", "N", "C", "C", "C", "N", "N", "C", "S", "C", "N", "H", "H", "H", "H", "H", "H", "H", "H", "H", "H"],
  "coordinates": [[-3.6611, -0.7120, 0.6324], [-2.9623, -1.0039, -0.5659], [-1.5775, -1.0306, -0.4162], [-0.9786, 0.3567, -0.3061], [-1.6806, 1.4601, -0.3557], [-0.8096, 2.5020, -0.2377], [0.4751, 2.0441, -0.1323], [1.7885, 2.5733, 0.0001], [2.8563, 1.8400, 0.0760], [2.7164, 0.4705, 0.0188], [1.5514, -0.0829, -0.0966], [1.4405, -1.8453, -0.1610], [3.1881, -2.2647, -0.0344], [0.3664, 0.6418, -0.1815], [-4.7068, -0.8353, 0.4314], [-3.4705, 0.3301, 0.9695], [-3.3889, -1.3992, 1.4284], [-1.3074, -1.6346, 0.4849], [-1.2016, -1.5500, -1.2982], [-1.1472, 3.5378, -0.2356], [1.9489, 3.6907, 0.0293], [3.7150, -1.8302, -0.8720], [3.5994, -1.9009, 0.9151], [3.2460, -3.3578, -0.0926]],
  "forces_ev_per_a": [[0.5, 0.9, 0.1], [-0.2, 0.1, 0.1], [0.0, -0.4, 0.5], [0.1, -0.2, -0.2], [0.2, 0.1, 0.1], [0.0, 0.6, 0.0], [-0.2, -0.4, 0.0], [0.7, 1.1, 0.0], [-0.5, 0.5, -0.1], [-0.7, -0.3, 0.0], [0.5, -0.2, 0.0], [0.0, 0.2, 0.0], [0.0, -0.1, 0.3], [0.1, 0.3, 0.1], [-0.5, 0.0, -0.2], [-0.1, -0.6, -0.2], [0.2, -0.2, 0.2], [0.0, 0.3, -0.5], [0.2, 0.1, 0.0], [0.1, -0.4, 0.0], [-0.3, -1.4, 0.0], [0.2, 0.1, 0.0], [-0.1, -0.1, -0.4], [-0.1, 0.3, 0.1]],
  "lowdin_charge": [-0.100, -0.169, -0.209, -0.247, 0.134, -0.071, -0.182, -0.093, 0.022, 0.008, -0.550, 0.941, -0.391, 0.058, 0.081, 0.087, 0.083, 0.113, 0.116, 0.116, 0.134, 0.033, 0.046, 0.039],
  "total_energy_ev": -27299.5382,
  "smiles": "COCc1ncc2cnnc(SC)n12",
  "orbital_gap_ev": 8.90,
  "relative_energy_kcal_mol": 10.9,
  "charge": 0
}